No. 1
Computed, not measured: the ion CH5N2O with charge +1 at a distorted geometry, with wB97M-V/def2-TZVPD.

Values from the calculation:
**Gap between HOMO and LUMO**: 10.54 eV
**SMILES**: C[N+](N)=O
**LUMO**: -7.0 eV

Geometry as ORCA input:
```
! wB97M-V def2-TZVPD RIJCOSX def2/J DEFGRID3
* xyz 1 1
C 0.16256 0.26517 1.03706
N -0.06460 -0.71758 -1.06894
N -0.39385 0.48340 -0.28357
O -1.06166 1.32945 -0.73763
H 1.06871 -0.43213 0.95232
H -0.62678 -0.34693 1.61586
H 0.31326 1.23940 1.42087
H 0.75914 -1.25565 -0.86844
H -0.15678 -0.56511 -2.06754
*
```

natural (NBO) atomic charge list, values in e, 2 entries: C -0.49; N -0.57



No. 2
Computed, not measured: a structure of composition C29H38FN5O3PdSi at a distorted geometry, with wB97M-V/def2-TZVPD.

Values from the calculation:
**Gap between HOMO and LUMO (alpha / beta)**: 7.24 / 5.67 eV
**LUMO (alpha / beta)**: 0.2 / -1.9 eV

Geometry as ORCA input:
```
! wB97M-V def2-TZVPD RIJCOSX def2/J DEFGRID3
* xyz 0 3
Pd 0.67143 0.36930 -0.57784
F 5.34280 1.42088 -3.67735
C 4.85351 1.56423 -2.43092
C 3.88768 2.48126 -2.23482
C 3.29460 2.61736 -0.96874
C 3.72929 1.82527 0.10737
C 3.09739 1.78139 1.35184
C 4.79647 0.93833 -0.16467
C 5.40651 0.84331 -1.39032
H 3.45599 3.05039 -3.11206
H 2.40321 3.20915 -0.82567
H 2.46085 2.58554 1.69638
H 3.45108 1.05369 2.03119
H 5.10517 0.19453 0.62286
H 6.28675 0.22525 -1.63009
C -1.99456 4.29889 -0.14742
Si -1.08570 3.03173 -1.23392
C -2.32701 1.79072 -1.83440
C -0.61921 3.93198 -2.77807
O 0.08809 2.32072 -0.32862
H -2.85884 3.77003 0.21793
H -2.15298 5.23030 -0.65989
H -1.34566 4.53784 0.74848
H -3.08823 2.41351 -2.46003
H -2.90819 1.40798 -1.09100
H -1.91025 0.99174 -2.41567
H -1.60361 4.30626 -3.10728
H -0.22245 3.29961 -3.63983
H 0.07295 4.79026 -2.67257
C -2.43658 -2.16939 -2.17403
O -1.20656 -2.59893 -1.56957
C -1.21899 -2.97991 -0.24000
C -2.42784 -3.28768 0.42487
C -2.39415 -3.85406 1.68961
C -1.17847 -4.03986 2.26280
C 0.01466 -3.80055 1.59791
C 0.02151 -3.19736 0.34897
N 1.27416 -2.87724 -0.19287
C 1.55285 -1.63354 -0.90864
C 1.53436 -1.72424 -2.32574
C 1.61833 -2.89167 -3.07063
C 1.72951 -2.88838 -4.45125
C 1.93325 -1.70526 -5.14033
C 1.92528 -0.44595 -4.45386
C 1.66863 -0.42100 -3.03327
O 1.60601 0.63122 -2.31901
H -2.66135 -1.16186 -1.84656
H -3.21430 -2.86163 -2.02143
H -2.26341 -2.07717 -3.33040
H -3.34396 -3.08422 -0.04322
H -3.25133 -4.02851 2.38282
H -1.23297 -4.53754 3.22004
H 0.97701 -3.86277 2.06845
H 1.99714 -3.03774 0.50047
H 2.53352 -1.26707 -0.54558
H 1.55102 -3.79607 -2.50763
H 1.71635 -3.79108 -5.02921
H 1.90041 -1.78967 -6.21160
H 2.05903 0.50031 -4.89101
C -1.81664 1.72988 4.92235
C -2.39287 0.29060 5.05448
C -3.88305 0.17408 4.58918
C -1.54402 -0.69892 4.38094
N -1.23105 -0.42894 2.98151
C -0.06799 -0.13956 2.30525
N -0.35823 0.02305 1.05140
N -1.69229 -0.21999 0.92313
N -2.20227 -0.52076 2.04152
H -2.30456 2.41015 5.54571
H -1.90765 2.10236 3.91464
H -0.76038 1.76030 5.21040
H -2.48373 0.00343 6.07003
H -4.12541 0.53002 3.60610
H -4.49782 0.70007 5.25867
H -4.10145 -0.89208 4.52954
H -1.99763 -1.65250 4.31824
H -0.61307 -0.75468 4.89272
H 0.90989 -0.01918 2.81924
*
```

Mulliken atomic charge list, values in e, 2 entries: Pd 0.96; F -0.38



No. 3
Computed, not measured: a cluster of 3 separate species, C29H65Cl2N3O5P in total at a distorted geometry, with wB97M-V/def2-TZVPD.

Values from the calculation:
**Gap between HOMO and LUMO**: 6.15 eV
**LUMO**: 1.7 eV

Geometry as ORCA input:
```
! wB97M-V def2-TZVPD RIJCOSX def2/J DEFGRID3
* xyz -1 1
C 7.29366 -2.56537 0.34079
C 7.98725 -2.46647 -1.03536
C 7.08696 -2.02934 -2.20775
C 5.92130 -1.11754 -1.82984
C 5.38742 -0.36932 -3.04182
C 4.16885 0.56126 -2.79553
C 3.94841 1.03016 -1.35519
C 3.00118 2.24888 -1.26240
C 1.67728 1.94567 -0.53572
C 0.58697 1.35409 -1.46025
C -0.77553 2.08039 -1.39467
C -1.81234 1.38598 -0.49608
C -3.22123 1.35687 -1.08620
C -4.21949 0.65783 -0.15668
C -4.97652 -0.49239 -0.86913
O -5.45346 -0.15932 -2.12195
P -7.03130 0.65545 -2.02844
N -8.58850 1.52705 -1.76361
C -7.86450 -0.80229 -2.91257
C -9.17036 -0.49709 -3.61748
O -9.76516 -1.70912 -4.17637
O -7.26472 -0.13360 -0.43222
C -6.19801 -0.89393 -0.00907
C -6.48108 -2.39432 0.00888
Cl -5.93328 -3.34626 -1.35463
C -7.14286 -2.99790 1.01711
C -7.72833 -2.22772 2.17111
Cl -7.44921 -4.71076 1.04667
H 7.71988 -3.40155 0.89546
H 7.48722 -1.67985 0.94277
H 6.22455 -2.73796 0.27239
H 8.39786 -3.45090 -1.25745
H 8.83273 -1.78864 -0.94753
H 6.73896 -2.90977 -2.74695
H 7.70889 -1.46949 -2.91103
H 5.10660 -1.70779 -1.40718
H 6.24667 -0.42302 -1.05727
H 5.10241 -1.09750 -3.80321
H 6.18621 0.22264 -3.49482
H 3.26982 0.03708 -3.11984
H 4.27505 1.44025 -3.42960
H 3.50579 0.21132 -0.78927
H 4.89007 1.27906 -0.87003
H 2.76200 2.61166 -2.26023
H 3.49779 3.05496 -0.72178
H 1.31326 2.87002 -0.08459
H 1.87016 1.26702 0.29505
H 0.96403 1.33246 -2.48204
H 0.43706 0.31266 -1.17446
H -0.58672 3.07611 -0.99470
H -1.16546 2.19427 -2.40445
H -1.85919 1.92202 0.45569
H -1.50532 0.36736 -0.25228
H -3.21580 0.88804 -2.06805
H -3.54778 2.38918 -1.22540
H -3.67964 0.21053 0.68412
H -4.93958 1.35775 0.26155
H -4.25673 -1.31949 -0.89481
H -6.76034 1.30105 -3.29456
H -6.32552 1.76301 -1.40225
H -8.84543 1.97818 -2.63132
H -8.46938 2.23532 -1.05779
H -8.04146 -1.64882 -2.25479
H -7.16620 -1.14055 -3.68106
H -9.89591 -0.04794 -2.94698
H -9.01760 0.14046 -4.48720
H -10.19521 -2.15074 -3.44913
H -5.89428 -0.67857 1.02560
H -7.00648 -1.49764 2.51956
H -7.98735 -2.86472 3.00955
H -8.60804 -1.68934 1.82078
C -5.97717 -0.18086 7.95897
C -5.55077 -1.34201 7.06587
C -5.35297 -0.96155 5.59229
O -6.54466 -0.77316 4.86090
C -7.16681 0.48842 5.01220
N -6.50127 -2.44593 7.23237
H -7.03610 0.04975 7.84780
H -5.81536 -0.43559 9.00662
H -5.40356 0.72153 7.73825
H -4.57765 -1.68906 7.42672
H -4.84305 -1.79199 5.09672
H -4.70353 -0.08077 5.49439
H -6.42840 1.28622 5.13438
H -7.85924 0.49707 5.85808
H -7.74009 0.67874 4.10503
H -6.15383 -3.26410 6.74071
H -7.35268 -2.19686 6.73595
C 10.36942 1.31094 -2.43751
C 10.53599 1.02112 -0.94891
C 11.46488 1.99926 -0.21743
O 12.84477 1.80991 -0.46060
C 13.33390 2.37591 -1.66072
N 10.94891 -0.37535 -0.78095
H 11.22623 0.96911 -3.01752
H 9.49515 0.78683 -2.82401
H 10.23105 2.37799 -2.62236
H 9.55001 1.12907 -0.48606
H 11.34005 1.84291 0.85705
H 11.18329 3.04009 -0.42735
H 12.82883 3.31804 -1.89339
H 13.22756 1.68916 -2.50369
H 14.39609 2.57453 -1.51972
H 10.93397 -0.61415 0.20686
H 11.92842 -0.44620 -1.04318
*
```

Mulliken atomic charge list, values in e, 2 entries: C -1.19; C 0.05



No. 4
Computed, not measured: a structure of composition C12H20N2 at a distorted geometry, with wB97M-V/def2-TZVPD.

Values from the calculation:
**Gap between HOMO and LUMO (alpha / beta)**: 7.09 / 7.09 eV
**LUMO (alpha / beta)**: -9.5 / -9.5 eV

Geometry as ORCA input:
```
! wB97M-V def2-TZVPD RIJCOSX def2/J DEFGRID3
* xyz 2 1
C 0.31093 0.61903 -1.42673
C -0.22231 -0.85866 -2.93484
C 0.58670 -1.45897 -5.08695
C -0.45270 -1.43392 -4.08571
C 0.61060 1.34081 -0.11922
C -0.76146 -0.62754 0.92436
C -0.75437 -1.44494 -0.35154
C 0.41799 0.30201 1.01832
C -0.78400 -0.39660 -1.57785
C -2.21052 0.18845 -1.80535
C 1.08852 0.84561 4.73133
C 1.61234 0.72502 3.27470
N 1.04139 0.56483 -2.52445
N 0.45325 1.09931 2.33421
H 0.42273 -1.98635 -5.94546
H 1.55472 -1.14807 -4.93747
H -1.37730 -1.95517 -4.46416
H 1.58527 1.81384 -0.25507
H -0.24938 2.14239 -0.14897
H -1.69897 -0.10667 0.96964
H -0.62127 -1.40890 1.80569
H 0.19774 -1.99217 -0.40540
H -1.68310 -2.05967 -0.50835
H 1.42291 -0.27103 1.12674
H -2.87603 -0.62620 -2.19850
H -2.23520 0.94170 -2.69391
H -2.77977 0.47550 -0.89122
H 1.81441 0.31749 5.37009
H 1.17168 1.91193 5.17448
H 0.10027 0.48846 4.75380
H 1.84861 -0.22158 3.03409
H 2.43275 1.29834 2.95858
H 0.47623 2.07945 2.11135
H -0.44267 0.84231 2.77377
*
```

natural (NBO) atomic charge list, values in e, 2 entries: C 0.30; C 0.53



No. 5
Computed, not measured: an isolated molecule of C18H21NO2S, with wB97M-V/def2-TZVPD.

Values from the calculation:
**Gap between HOMO and LUMO**: 8.76 eV
**SMILES**: COc1ccc(CNC(=O)CCCSc2ccccc2)cc1
**LUMO**: 0.7 eV

Geometry as ORCA input:
```
! wB97M-V def2-TZVPD RIJCOSX def2/J DEFGRID3
* xyz 0 1
C -0.86380 4.92589 2.91206
H 0.11675 5.39804 3.03162
O -0.86215 3.60215 3.38726
C -0.02733 2.69996 2.80280
C 0.83874 2.97720 1.75083
C 1.64074 1.97322 1.23649
C 1.59937 0.68360 1.74438
C 0.73183 0.41397 2.79634
C -0.06834 1.40543 3.32304
H -0.74229 1.20466 4.14101
H 0.68414 -0.58460 3.20452
C 2.47520 -0.39375 1.16268
N 2.13800 -0.69388 -0.21521
C 1.72721 -1.91559 -0.62158
O 1.58439 -2.84993 0.13863
C 1.51983 -2.00712 -2.12771
H 2.49684 -1.88503 -2.60300
H 0.88230 -1.18410 -2.45713
C 0.91913 -3.34775 -2.54253
C -0.51328 -3.52738 -2.06261
H -0.87853 -4.52013 -2.32455
H -0.58036 -3.39531 -0.98644
S -1.67376 -2.37968 -2.88687
C -1.58452 -0.90001 -1.90649
C -1.59470 0.31627 -2.58070
C -1.56979 1.50151 -1.86974
C -1.53711 1.48040 -0.48536
C -1.54154 0.26852 0.18441
C -1.56958 -0.92117 -0.51897
H -1.58933 -1.85670 0.01849
H -1.53243 0.24952 1.26303
H -1.51675 2.40301 0.07427
H -1.57566 2.44253 -2.40039
H -1.62463 0.31921 -3.66006
H 0.95057 -3.43849 -3.63015
H 1.51967 -4.14978 -2.10730
H 2.17611 0.06453 -0.87684
H 2.35579 -1.32759 1.71570
H 3.52753 -0.08389 1.20963
H 2.31613 2.21008 0.42600
H 0.90188 3.96711 1.32670
H -1.59436 5.45655 3.52041
H -1.16601 4.97713 1.86073
*
```

natural (NBO) atomic charge list, values in e, 2 entries: C -0.25; H 0.18



No. 6
Computed, not measured: an isolated molecule of C4H6NP at a distorted geometry, with wB97M-V/def2-TZVPD.

Values from the calculation:
**Gap between HOMO and LUMO**: 9.93 eV
**SMILES**: CC1=[PH]=NC=C1
**LUMO**: 0.5 eV

Geometry as ORCA input:
```
! wB97M-V def2-TZVPD RIJCOSX def2/J DEFGRID3
* xyz 0 1
C 0.47078 1.13527 -0.29900
C 1.93634 1.36256 -0.20615
C 0.17211 -0.20525 -0.25815
C -1.18218 -0.90926 -0.34051
N 2.79496 0.44615 -0.06682
P 2.00488 -1.10311 0.09436
H -0.25330 2.00425 -0.49220
H 2.32097 2.39152 -0.27609
H -1.23950 -2.03401 -0.42304
H -1.72176 -0.49395 -1.19559
H -1.74151 -0.34125 0.48259
H 1.94370 -0.90710 1.45140
*
```

natural (NBO) atomic charge list, values in e, 2 entries: C -0.37; C 0.10



No. 7
Computed, not measured: an isolated molecule of C6H4N4S at a distorted geometry, with wB97M-V/def2-TZVPD.

Values from the calculation:
**Gap between HOMO and LUMO**: 8.82 eV
**SMILES**: CSN(C#N)C=C(C#N)C#N
**LUMO**: -1.3 eV

Geometry as ORCA input:
```
! wB97M-V def2-TZVPD RIJCOSX def2/J DEFGRID3
* xyz 0 1
C 0.42676 -1.76043 2.31741
C 0.85564 0.63801 2.50012
C -0.87031 1.95741 -0.08870
C -0.39908 -0.42661 0.65025
C 0.34837 -0.43821 1.80087
C 0.16815 -0.23907 -2.64305
N 0.39892 -2.80956 2.77064
N 1.34158 1.48732 3.07762
N -0.98357 3.09003 0.07862
N -0.60894 0.71351 -0.44318
S -1.36318 0.16620 -1.86087
H -0.73809 -1.43416 0.39159
H 0.63672 -1.20675 -2.23628
H 0.90252 0.58302 -2.49488
H -0.11547 -0.32072 -3.82017
*
```

natural (NBO) atomic charge list, values in e, 2 entries: C 0.26; C 0.24



No. 8
Computed, not measured: an isolated molecule of C5H10O, with wB97M-V/def2-TZVPD.

Values from the calculation:
**Gap between HOMO and LUMO**: 9.61 eV
**SMILES**: CC/C=C\OC
**LUMO**: 1.0 eV

Geometry as ORCA input:
```
! wB97M-V def2-TZVPD RIJCOSX def2/J DEFGRID3
* xyz 0 1
C -0.95875 -0.98561 -1.76096
C -0.97762 -0.24080 -0.42228
C -0.08856 0.97457 -0.47828
C 1.05450 -0.18656 2.01758
C 0.99149 1.36780 0.20488
O 1.65582 0.84242 1.26444
H 0.05165 -1.34180 -1.98776
H -1.63352 -1.84856 -1.75108
H -1.26710 -0.32529 -2.57990
H -2.00599 0.08161 -0.20655
H -0.69701 -0.92894 0.37703
H -0.35397 1.66075 -1.28264
H 1.07408 -1.14556 1.48632
H 1.64598 -0.28146 2.93040
H 0.01918 0.06863 2.27758
H 1.48981 2.28880 -0.08876
*
```

natural (NBO) atomic charge list, values in e, 2 entries: C -0.60; C -0.44



Record order is preserved below.
Relative energy (zero: lowest compared OMol25 entry of this formula, charge and spin): 404.6; 73.3; 0.0; 453.1; 70.5; 90.9; 318.2; 128.2 kJ/mol